(1)
# H16O8

A 8-piece molecular cluster, H16O8 overall (wB97M-V/def2-TZVPD, OMol25).

E_HOMO = -10.5293 eV
Charge = 0
Kohn-Sham gap = 10.29 eV
M = 144.120 g mol⁻¹
Energy relative to the best compared isomer or geometry (same formula, charge and spin) = 165.6 kJ/mol

Last column: natural (NBO) charge in e.
Geometry (Å):
O1 2.2538 0.0601 -1.8958  -0.9734
O2 0.2361 -1.8467 3.3577  -0.9730
O3 -0.7717 -3.1844 0.6115  -0.9469
O4 1.7850 3.1197 -2.1564  -0.9691
O5 -1.9226 -0.7542 2.0071  -0.9594
O6 0.4015 2.2182 0.5488  -0.9584
O7 -0.2489 -0.1852 -0.5160  -1.0164
O8 -1.3091 0.5404 -2.9940  -0.9706
H1 -0.4898 -1.5889 2.7541  0.4884
H2 0.0586 0.7224 -0.2601  0.5092
H3 2.0794 -0.5135 -2.6480  0.4795
H4 -0.8499 -0.4615 0.1872  0.5020
H5 -1.9691 -0.0714 -3.3322  0.4586
H6 0.1056 -1.3140 4.1466  0.4641
H7 1.5196 -0.1057 -1.2848  0.4915
H8 -0.7180 -3.7345 1.4009  0.4734
H9 -1.0262 0.1639 -2.1360  0.4906
H10 -2.1278 0.1316 2.3302  0.4855
H11 -0.0697 -2.5330 0.7260  0.4754
H12 1.0146 2.9154 0.2808  0.5085
H13 1.8419 2.1730 -1.9683  0.4919
H14 0.4342 2.2067 1.5110  0.4796
H15 -2.7498 -1.2457 2.0795  0.4984
H16 2.5222 3.2873 -2.7499  0.4709

---

(2)
# H16O8

A 8-piece molecular cluster, H16O8 overall (wB97M-V/def2-TZVPD, OMol25).

E_HOMO = -10.7062 eV
Charge = 0
Kohn-Sham gap = 10.75 eV
M = 144.120 g mol⁻¹
Energy relative to the best compared isomer or geometry (same formula, charge and spin) = 163.7 kJ/mol

Last column: natural (NBO) charge in e.
Geometry (Å):
O1 7.9111 3.6118 7.6709  -0.9568
O2 5.9004 6.2156 4.7718  -0.9640
O3 5.1002 4.7064 8.6214  -0.9906
O4 5.6758 7.8362 9.2515  -0.9613
O5 4.2739 4.3133 11.2541  -0.9699
O6 5.7558 3.3410 5.7773  -0.9836
O7 2.9568 3.3335 6.5479  -0.9616
O8 7.6043 5.9550 9.7056  -0.9918
H1 6.0463 4.9026 8.7680  0.5081
H2 7.0659 6.6635 9.3028  0.4968
H3 4.4671 4.2719 10.2958  0.4920
H4 8.8108 3.6128 7.3527  0.4856
H5 4.8576 5.2014 7.8331  0.4907
H6 5.0227 7.1700 9.5182  0.4949
H7 6.3078 6.3145 3.9115  0.4655
H8 5.8955 5.2632 4.9607  0.4895
H9 8.3493 6.4389 10.0846  0.4775
H10 5.1350 4.3773 11.7004  0.4643
H11 5.2806 8.3356 8.5330  0.4873
H12 7.8788 2.9884 8.4036  0.4866
H13 3.1404 3.5927 7.4596  0.4647
H14 6.3654 3.4185 6.5206  0.5094
H15 3.8360 3.1215 6.1905  0.4888
H16 6.2050 2.7419 5.1795  0.4780

---

Q: energy relative to the best compared isomer or geometry (same formula, charge and spin) of number 1 (H16O8)?
A: 165.6 kJ/mol

---

Q: Which formula does entry 1 have?
A: H16O8

---

Q: M of number 1 (H16O8)?
A: 144.120 g mol⁻¹

---

Q: Which of these has the highest E_HOMO?
A: number 1